A molecular structure, C38H13F20GeIrO2PS2. Source: OMol25; level of theory: ωB97M-V/def2-TZVPD.

```
! RIJCOSX wB97M-V def2-TZVPD def2/J DEFGRID3
* xyz 0 6
Ir 1.522 1.056 0.412
O 5.369 2.416 0.412
C 4.145 2.396 0.412
O 3.510 1.084 0.412
C 3.412 3.748 0.412
P 1.550 3.421 0.412
C 1.112 3.360 2.126
C 0.098 4.223 2.555
C -0.331 4.197 3.886
C 0.254 3.307 4.792
C 1.268 2.444 4.368
C 1.699 2.469 3.037
C 1.112 3.360 -1.301
C 0.098 4.224 -1.731
C -0.331 4.197 -3.061
C 0.254 3.307 -3.967
C 1.268 2.444 -3.543
C 1.699 2.469 -2.213
H 3.691 4.329 -0.494
H 3.690 4.329 1.318
H -0.361 4.916 1.860
H -1.116 4.865 4.214
H -0.079 3.287 5.822
H 1.721 1.756 5.070
H 2.484 1.795 2.728
H -0.361 4.916 -1.036
H -1.116 4.865 -3.390
H -0.078 3.287 -4.997
H 1.721 1.756 -4.245
H 2.484 1.795 -1.903
F -4.969 2.551 4.354
C -4.035 2.209 3.452
C -3.562 0.907 3.405
F -4.043 -0.005 4.265
C -2.593 0.546 2.472
F -2.171 -0.731 2.471
C -2.088 1.497 1.570
S -0.888 1.056 0.412
C -2.577 2.812 1.630
F -2.139 3.773 0.799
C -3.546 3.159 2.569
F -4.012 4.417 2.623
F -1.233 -4.865 -2.366
C -0.313 -5.368 -1.505
C 0.472 -4.508 -0.719
C 1.419 -5.052 0.166
F 2.191 -4.249 0.938
C 1.574 -6.440 0.259
F 2.487 -6.964 1.114
C 0.789 -7.290 -0.526
F 0.942 -8.635 -0.434
C -0.153 -6.754 -1.408
F -0.915 -7.579 -2.170
Ge 0.209 -2.596 -0.895
S 1.522 -1.359 0.412
C -1.551 -2.386 -0.062
C -1.660 -2.792 1.285
F -0.586 -3.294 1.946
C -2.874 -2.688 1.969
F -2.959 -3.085 3.264
C -3.999 -2.177 1.324
F -5.177 -2.077 1.988
C -3.910 -1.770 -0.008
F -5.006 -1.274 -0.634
C -2.697 -1.872 -0.701
F -2.671 -1.465 -1.980
C 0.955 -2.282 -2.678
C 0.248 -1.750 -3.774
F -1.045 -1.398 -3.678
C 0.882 -1.572 -5.010
F 0.189 -1.059 -6.057
C 2.224 -1.919 -5.171
F 2.832 -1.745 -6.371
C 2.938 -2.446 -4.096
F 4.242 -2.786 -4.252
C 2.312 -2.627 -2.860
F 3.038 -3.144 -1.836
H 1.522 1.056 2.137
*
```

Values from the calculation:
* ⟨S²⟩: 8.814
* LUMO (alpha / beta): -0.7 / -3.6 eV
* gap between HOMO and LUMO (alpha / beta): 0.1995 / 0.1902 hartree

=====

A molecular structure, C38H24N9Zn. Source: OMol25; level of theory: ωB97M-V/def2-TZVPD.

```
! RIJCOSX wB97M-V def2-TZVPD def2/J DEFGRID3
* xyz -1 1
Zn 0.154 -0.044 -0.137
C -3.309 -4.657 -3.264
C -2.783 -5.498 -2.286
C -1.835 -5.042 -1.386
C -1.413 -3.730 -1.504
C -0.472 -2.922 -0.746
N -0.460 -1.662 -1.233
C -1.299 -1.588 -2.289
N -1.521 -0.547 -3.063
C -0.968 0.632 -2.864
C -1.314 1.796 -3.665
C -2.213 1.998 -4.698
C -2.386 3.292 -5.157
C -1.669 4.356 -4.613
C -0.757 4.160 -3.590
C -0.590 2.870 -3.115
C 0.167 2.312 -2.006
N 0.947 3.053 -1.247
C 1.617 2.577 -0.218
N 1.655 1.300 0.217
C 2.523 1.209 1.247
N 2.875 0.130 1.914
C 2.357 -1.059 1.687
N 1.435 -1.400 0.761
C 1.124 -2.705 0.916
N 0.255 -3.417 0.232
C 1.879 -3.264 2.027
C 1.859 -4.495 2.659
C 2.628 -4.646 3.800
C 3.409 -3.601 4.291
C 3.449 -2.373 3.652
C 2.669 -2.210 2.520
C 3.073 2.523 1.540
C 3.943 2.987 2.512
C 4.241 4.338 2.520
C 3.666 5.207 1.594
C 2.777 4.755 0.633
C 2.491 3.400 0.605
N -0.093 0.991 -1.899
C -1.941 -2.880 -2.494
C -2.905 -3.337 -3.376
H -4.063 -5.045 -3.936
H -3.131 -6.521 -2.225
H -1.439 -5.674 -0.604
H -2.766 1.170 -5.115
H -3.094 3.487 -5.952
H -1.843 5.355 -4.990
H -0.210 4.982 -3.154
H 1.238 -5.294 2.281
H 2.611 -5.586 4.336
H 3.989 -3.755 5.191
H 4.050 -1.558 4.023
H 4.350 2.309 3.248
H 4.916 4.735 3.267
H 3.915 6.258 1.637
H 2.309 5.431 -0.067
H -3.341 -2.674 -4.108
C -0.293 -0.438 3.253
C -1.390 0.196 2.467
C -2.584 0.639 2.999
C -3.321 1.163 1.934
C -2.536 1.016 0.807
C -2.929 1.459 -0.562
N -1.347 0.421 1.121
H -0.577 -0.451 4.304
H 0.639 0.118 3.161
H -0.114 -1.467 2.942
H -2.871 0.582 4.036
H -4.305 1.599 1.962
H -3.941 1.857 -0.524
H -2.917 0.634 -1.272
H -2.271 2.245 -0.936
*
```

Values from the calculation:
* LUMO (alpha / beta): 1.2 / 1.2 eV
* gap between HOMO and LUMO (alpha / beta): 0.1785 / 0.1786 hartree

=====

Number 1: E_tot -6922.22160 hartree, strongest force on any atom 4.0 eV/Å. Number 2: E_tot -3734.87093 hartree, strongest force on any atom 0.7 eV/Å.